(1)
Formula: C5H6OS2
Source: OMol25
Level of theory: ωB97M-V/def2-TZVPD

```
14
C5H6OS2 (ωB97M-V/def2-TZVPD)
C -1.2881 -0.1348 -0.0227
C -0.3719 -0.7835 0.9036
C 0.2809 0.5900 1.1986
C -0.3246 1.1389 -0.0890
C 0.9755 -0.4553 -1.3695
H -0.7589 -1.3657 1.7180
H -0.2363 1.1184 2.0526
H 1.4320 0.5268 1.3783
H -0.8932 2.0336 -0.2878
H 2.0092 -0.3958 -1.7469
H 0.1967 -0.7360 -2.1781
O 0.6871 0.8959 -1.0476
S -2.6667 -0.7560 -0.4923
S 0.9582 -1.6764 -0.0173
```

Computed properties:
E   -28997.301 eV
Gap between HOMO and LUMO   8.22 eV
Charge   0
Spin multiplicity   1
SMILES   S=C1[C@@H]2C[C@H]1OCS2

(2)
Formula: C19H32AsN2O8S5SiTi
Source: OMol25
Level of theory: ωB97M-V/def2-TZVPD

```
69
C19H32AsN2O8S5SiTi (ωB97M-V/def2-TZVPD)
Ti 0.2312 -0.1708 -0.1989
S 2.3702 -3.9575 2.8050
As 1.9245 -3.5111 0.8273
S 2.2532 -1.3608 0.3475
S -0.5318 -3.4492 0.8303
S 2.3670 -4.7385 -0.7676
C 3.1711 2.6536 0.2450
C 2.8314 1.8934 -0.9830
N 1.8289 1.0603 -1.1490
C 1.9451 0.5561 -2.4300
C 3.0233 1.0995 -3.0470
N 3.5660 1.9445 -2.1166
C 3.6680 1.0030 -4.3809
O 3.0968 0.2281 -5.2784
O 4.6597 1.6616 -4.5998
C 0.9864 -0.4681 -2.8937
O 1.0224 -0.9033 -4.0318
O 0.1297 -0.8331 -1.9793
H 2.2684 2.8642 0.8132
H 3.6498 3.5987 -0.0149
H 3.8553 2.0771 0.8705
H 4.3988 2.4861 -2.2893
H 2.2750 -0.2033 -4.9040
C -0.1821 1.5963 4.0517
C 0.5538 0.7145 3.0497
C 2.0353 1.0205 3.1004
C 0.2553 -0.7407 3.3397
O 0.0798 0.9896 1.6473
Si -0.8489 2.3313 1.1257
S -1.1862 1.8806 -0.8278
O -2.1401 2.6287 2.0792
C -3.5144 2.1994 2.1381
C -3.5978 0.6854 2.0862
C -4.2784 2.8204 0.9770
C -4.0386 2.7244 3.4628
O 0.1732 3.5858 1.4657
C -0.0754 4.9991 1.4454
C -1.1538 5.3549 0.4269
C -0.4952 5.4182 2.8474
C 1.2429 5.6498 1.0605
H 0.2826 1.4141 5.0231
H -1.2395 1.3441 4.1243
H -0.0912 2.6574 3.8210
H 2.4283 0.6739 4.0586
H 2.2078 2.0965 3.0203
H 2.5721 0.4940 2.3141
H 0.4115 -0.9181 4.4064
H 0.9034 -1.4260 2.7944
H -0.7866 -0.9687 3.1085
H -3.2006 0.3040 1.1485
H -4.6405 0.3665 2.1716
H -3.0362 0.2373 2.9107
H -3.8525 2.4980 0.0260
H -4.2320 3.9119 1.0320
H -5.3284 2.5181 1.0136
H -3.5067 2.2617 4.2970
H -5.1039 2.5023 3.5640
H -3.9003 3.8067 3.5208
H -2.1264 4.9481 0.7189
H -0.8998 4.9602 -0.5594
H -1.2441 6.4419 0.3597
H -1.3891 4.8689 3.1505
H -0.7105 6.4902 2.8793
H 0.3046 5.2026 3.5606
H 1.5317 5.3515 0.0495
H 2.0295 5.3436 1.7544
H 1.1565 6.7393 1.0904
O -1.5219 -1.0039 0.2782
C -0.6158 -1.8502 0.4283
```

Computed properties:
E   -185605.188 eV
Gap between HOMO and LUMO   7.08 eV
Charge   -1
Spin multiplicity   1

(3)
Formula: C35H38N5OSn
Source: OMol25
Level of theory: ωB97M-V/def2-TZVPD

```
80
C35H38N5OSn (ωB97M-V/def2-TZVPD)
Sn 1.0392 -0.6730 0.9415
C 5.4041 -0.4289 0.8085
C 5.6917 -0.7183 2.2045
C 4.6832 -1.0367 3.0998
C 3.3518 -0.8397 2.7011
N 3.1377 -0.3928 1.4424
C 4.0848 -0.2589 0.5151
C 2.0923 -1.1444 3.5136
C 2.0863 -1.4533 4.8987
C 0.8808 -1.5884 5.6192
C -0.3509 -1.5889 4.9024
C -0.3876 -1.4913 3.5759
C 0.8575 -1.2011 2.9047
H 6.2107 -0.2815 0.0292
H 6.6643 -0.7071 2.6061
H 4.8511 -1.2488 4.1472
H 3.6998 -0.1776 -0.4809
H 3.0796 -1.4273 5.4839
H 0.8171 -1.6189 6.6891
H -1.2776 -1.6992 5.4800
H -1.3085 -1.5938 3.0167
C -5.2821 0.9532 -1.8241
C -4.9707 -0.4830 -1.4521
C -4.8939 -1.4341 -2.6357
C -5.9731 -0.9759 -0.3822
C -3.5910 -0.6099 -0.8914
C -3.2350 -1.6743 -0.0653
C -1.9538 -1.7059 0.4523
N -1.0886 -0.6819 0.3615
C -1.4309 0.3605 -0.4260
C -2.6244 0.4019 -1.0534
C -0.4624 1.4821 -0.4298
C -0.7219 2.7724 -0.8173
C 0.1922 3.8433 -0.7643
C 1.4398 3.5075 -0.2577
C 1.7025 2.1867 0.0678
N 0.8282 1.1657 -0.0534
C -0.0926 5.2581 -1.3557
C -0.3585 5.0506 -2.8413
C -1.2830 5.8936 -0.5675
C 1.1276 6.2853 -1.2348
H -6.3155 0.9555 -2.2059
H -4.6282 1.4130 -2.5955
H -5.2630 1.6407 -0.9961
H -5.8139 -1.5728 -3.1603
H -4.5296 -2.4472 -2.4463
H -4.3711 -1.0166 -3.4734
H -7.0530 -0.7273 -0.6794
H -5.7315 -0.5286 0.5880
H -6.0151 -2.0513 -0.3362
H -3.9112 -2.5454 0.0362
H -1.5928 -2.5262 1.0199
H -2.9312 1.1838 -1.7766
H -1.7170 2.9573 -1.1794
H 2.2714 4.2468 -0.1591
H 2.7280 1.9589 0.3690
H -1.3245 4.5698 -3.1300
H 0.4344 4.4608 -3.3384
H -0.2964 6.0143 -3.3552
H -2.2005 5.3536 -0.6601
H -1.4150 6.8424 -1.0440
H -0.8931 5.9852 0.4850
H 1.9683 6.0913 -1.9130
H 1.5063 6.3548 -0.2190
H 0.6652 7.2536 -1.4891
N 2.7780 -6.8478 -0.6997
C 2.7812 -5.7155 -0.0167
O 3.1951 -5.5565 1.0986
C 2.2447 -4.4025 -0.7242
C 1.9301 -4.2923 -2.0598
C 1.7949 -2.9931 -2.6045
C 1.7269 -1.9219 -1.7604
N 1.8305 -2.0747 -0.4120
C 2.2097 -3.2613 0.0697
H 3.0306 -7.6735 -0.1012
H 2.5036 -6.9144 -1.6432
H 1.9349 -5.1597 -2.7295
H 1.7532 -2.8176 -3.6609
H 1.5879 -0.9059 -2.1403
H 2.4919 -3.3557 1.1140
```

Computed properties:
E   -52217.046 eV
Gap between HOMO and LUMO   8.18 eV
Charge   +3
Spin multiplicity   1

(4)
Formula: C25H57Br4N7O7
Source: OMol25
Level of theory: ωB97M-V/def2-TZVPD

```
100
C25H57Br4N7O7 (ωB97M-V/def2-TZVPD)
Br -7.3514 28.2640 -8.8965
C -8.2341 26.5235 -8.6188
C -7.2180 25.4448 -8.9700
Br -5.6728 25.4757 -7.8379
H -9.0971 26.4816 -9.2813
H -8.6517 26.4903 -7.6166
H -6.8358 25.6321 -9.9700
H -7.6293 24.4382 -8.9371
Br 0.6743 20.5844 -9.2181
C 0.5193 20.4659 -11.1672
C 1.5639 19.5562 -11.7580
Br 1.0952 17.6956 -11.6812
H 0.5143 21.4937 -11.5163
H -0.4883 20.0663 -11.2754
H 2.5774 19.6788 -11.3910
H 1.5881 19.8297 -12.8158
C -6.5942 17.1617 -15.4668
O -6.1840 18.2875 -15.6565
N -7.0030 16.6420 -14.2916
C -7.5802 15.3047 -14.1896
C -7.2149 17.4102 -13.0938
H -6.6649 16.4178 -16.2751
H -8.6504 15.3705 -13.9886
H -7.0841 14.8458 -13.3298
H -7.3556 14.6870 -15.0556
H -6.7052 16.9779 -12.2307
H -6.8628 18.4370 -13.1962
H -8.2712 17.5099 -12.8249
C 0.3232 23.4912 -6.4713
O 1.0126 24.2974 -5.8630
N -1.0189 23.5088 -6.4735
C -1.7327 22.3630 -7.0846
C -1.7867 24.4131 -5.6250
H 0.6900 22.7548 -7.2102
H -1.3914 22.3533 -8.1187
H -2.7966 22.5488 -7.0144
H -1.3840 21.4672 -6.5723
H -2.7495 23.9756 -5.3699
H -1.2252 24.7510 -4.7604
H -2.0539 25.2857 -6.2310
C -3.4107 19.1407 -7.7603
O -4.1170 19.9083 -7.1163
N -2.1943 18.6983 -7.4006
C -1.4096 17.9589 -8.3802
C -1.7494 18.6438 -6.0201
H -3.7108 18.8222 -8.7749
H -1.5112 16.8738 -8.2618
H -0.3542 18.1373 -8.1877
H -1.5918 18.1712 -9.4296
H -0.7865 19.1591 -5.9645
H -2.3747 19.1702 -5.3044
H -1.6782 17.5969 -5.7227
C -3.3965 21.0138 -10.5980
O -2.8935 19.9400 -10.9148
N -4.7192 21.2598 -10.5992
C -5.1688 22.5951 -10.2544
C -5.6629 20.3037 -11.1158
H -2.8021 21.8038 -10.1213
H -5.8665 23.0898 -10.9263
H -4.3075 23.2267 -10.0306
H -5.6303 22.5080 -9.2627
H -5.2605 19.3163 -11.3232
H -6.3196 20.0605 -10.2651
H -6.2642 20.6995 -11.9340
C -1.1113 24.7408 -10.2045
O -1.9375 23.8816 -9.9419
N -1.1362 25.9804 -9.6977
C -0.0388 26.9055 -9.8627
C -2.2292 26.4687 -8.8898
H -0.2980 24.6210 -10.9292
H 0.7307 26.5848 -10.5656
H 0.4767 26.9794 -8.8991
H -0.2701 27.9291 -10.1580
H -1.8204 26.9609 -8.0036
H -2.9065 27.1318 -9.4265
H -2.8032 25.6461 -8.4674
C -2.7461 26.2372 -13.8220
O -1.9421 26.5470 -12.9588
N -4.0695 26.1181 -13.6500
C -4.9890 25.8088 -14.7342
C -4.6531 26.3507 -12.3397
H -2.4127 25.9793 -14.8426
H -5.7791 26.5599 -14.7635
H -5.3565 24.7917 -14.6083
H -4.4840 25.9344 -15.6922
H -4.8564 25.4406 -11.7685
H -4.0045 26.9960 -11.7550
H -5.6266 26.8299 -12.4606
C -2.9432 15.9544 -14.7983
O -2.7878 14.7583 -14.6118
N -3.2385 16.8453 -13.8450
C -3.4174 18.2632 -14.1340
C -3.5904 16.4978 -12.4867
H -2.9264 16.4100 -15.8020
H -2.8173 18.9609 -13.5486
H -4.4605 18.4564 -13.8679
H -3.3360 18.5318 -15.1850
H -3.5786 17.3860 -11.8531
H -4.5944 16.0814 -12.3721
H -2.8943 15.7980 -12.0261
```

Computed properties:
E   -331782.531 eV
Gap between HOMO and LUMO   8.86 eV
Charge   0
Spin multiplicity   1
SMILES   CN(C)C=O.CN(C)C=O.CN(C)C=O.CN(C)C=O.CN(C)C=O.CN(C)C=O.CN(C)C=O.BrCCBr.BrCCBr

(5)
Formula: C3H11NO2
Source: OMol25
Level of theory: ωB97M-V/def2-TZVPD

```
17
C3H11NO2 (ωB97M-V/def2-TZVPD)
C 0.0501 2.5903 -0.8100
C -0.4107 1.5453 0.1536
C 0.3637 0.8582 0.9868
N -0.1137 -0.2203 1.8020
H 1.1080 2.5772 -1.0569
H -0.5224 2.4712 -1.7351
H -0.2149 3.5850 -0.4402
H -1.4917 1.4752 0.2712
H 1.4439 0.8905 0.8773
H 0.0774 -0.0871 2.7884
H -1.1253 -0.2494 1.6988
H -0.0910 -1.8897 0.6340
H 0.9476 -2.9813 0.5472
O 0.0299 -2.8004 0.3077
H -0.5953 -0.6838 -1.6074
H 0.4691 -1.7951 -1.6399
O -0.0210 -1.1809 -2.2009
```

Computed properties:
E   -8873.985 eV
Gap between HOMO and LUMO   9.85 eV
Charge   0
Spin multiplicity   1
SMILES   C/C=C/N.O.O

(6)
Formula: C4H12N2O2Si
Source: OMol25
Level of theory: ωB97M-V/def2-TZVPD

```
21
C4H12N2O2Si (ωB97M-V/def2-TZVPD)
C 1.2744 2.1579 0.0924
C -1.8203 0.7937 0.1592
C -0.7493 -1.3144 -1.8452
C -0.3282 -1.4076 1.6601
N 1.1136 0.4676 -0.1043
N 2.1286 -0.3802 -0.1218
O 3.2656 -0.0134 -0.1333
O 1.7639 -1.5422 -0.1389
Si -0.4138 -0.4483 -0.0871
H 1.7124 2.4930 -0.8662
H 0.2571 2.3610 0.2881
H 1.9345 2.3860 0.8966
H -1.8764 1.3398 1.0658
H -1.8983 1.6678 -0.5793
H -2.8261 0.2850 0.2324
H -0.6646 -2.2751 -1.6894
H -1.7540 -1.1717 -2.1110
H -0.0968 -0.8188 -2.5291
H -1.3596 -1.5916 1.9906
H 0.2435 -2.2334 1.5185
H 0.0938 -0.7551 2.3019
```

Computed properties:
E   -19291.929 eV
Gap between HOMO and LUMO   10.54 eV
Charge   0
Spin multiplicity   1
SMILES   CN([N+](=O)[O-])[Si](C)(C)C

(7)
Formula: C5H14N2
Source: OMol25
Level of theory: ωB97M-V/def2-TZVPD

```
21
C5H14N2 (ωB97M-V/def2-TZVPD)
C 1.1252 1.5510 1.0058
N 0.1036 0.5895 0.7782
C 0.5940 -0.6053 0.0986
C -0.5167 -0.9394 -0.9412
C -0.8648 0.3978 -1.7329
N -2.0856 1.1149 -1.1541
C 0.8255 -1.7041 1.1451
H 2.0793 1.1026 1.2977
H 1.2655 2.1393 0.0516
H 0.9212 2.3900 1.7469
H -0.0962 0.2183 1.6963
H 1.4202 -0.2558 -0.6101
H -0.1025 -1.5922 -1.7789
H -1.4094 -1.4322 -0.6326
H -0.0404 1.1009 -1.6314
H -1.2282 0.2438 -2.7499
H -1.8112 1.3008 -0.1760
H -2.7463 0.2573 -0.8454
H 1.5180 -1.3573 1.9163
H 1.1189 -2.6977 0.7315
H -0.0701 -1.8222 1.7843
```

Computed properties:
E   -8382.035 eV
Gap between HOMO and LUMO (spin up / spin down)   12.61 / 5.62 eV
Charge   +1
Spin multiplicity   2

(8)
Formula: C2H4N2S3
Source: OMol25
Level of theory: ωB97M-V/def2-TZVPD

```
11
C2H4N2S3 (ωB97M-V/def2-TZVPD)
C -1.0136 1.5868 1.4346
C 0.8331 -0.4990 0.1815
N -1.9411 1.5041 0.6717
N 0.0843 -0.5432 -0.8192
S 0.6258 0.5484 1.5773
S 2.3902 -1.3991 0.4554
S 0.2846 -1.4135 -2.2012
H -0.8791 2.5133 2.0600
H 2.0811 -2.5628 -0.3390
H -2.0238 0.9424 -0.1444
H -0.4415 -0.6774 -2.8766
```

Computed properties:
E   -37622.408 eV
Gap between HOMO and LUMO   9.16 eV
Charge   0
Spin multiplicity   1
SMILES   [H]/N=C\S/C(S)=N/S

(9)
Formula: C4H2Br2F2
Source: OMol25
Level of theory: ωB97M-V/def2-TZVPD

```
10
C4H2Br2F2 (ωB97M-V/def2-TZVPD)
C 1.4533 0.9563 0.0879
C 0.6680 0.5988 -0.8872
C -0.1166 -0.1001 -1.6638
C -0.8508 -0.5961 1.2109
F -0.6494 -1.8863 1.4180
F -1.8604 -0.2445 2.0856
Br -1.7558 0.3490 -2.3745
Br 1.0475 0.1947 1.9273
H 1.9510 1.8907 0.0913
H 0.1132 -1.1622 -1.8955
```

Computed properties:
E   -149694.468 eV
Gap between HOMO and LUMO   8.04 eV
Charge   0
Spin multiplicity   1

(10)
Formula: C3H3FO3Yb
Source: OMol25
Level of theory: ωB97M-V/def2-TZVPD

```
11
C3H3FO3Yb (ωB97M-V/def2-TZVPD)
H -1.7467 -2.2590 0.2866
O -0.1613 -1.0826 -0.4145
O -1.1810 0.7077 0.2294
O 1.0560 0.6586 0.2768
C -1.7263 -1.3101 -0.2562
C -2.2820 -0.1700 0.5546
C -0.0126 0.0982 0.0690
H -2.2150 -1.4567 -1.2226
F -3.3702 0.3748 -0.0084
H -2.4126 -0.2811 1.6336
Yb 3.2656 0.0493 -0.4536
```

Computed properties:
E   -43531.025 eV
Gap between HOMO and LUMO   8.85 eV
Charge   +2
Spin multiplicity   1

(11)
Formula: C5H11N2OS
Source: OMol25
Level of theory: ωB97M-V/def2-TZVPD

```
20
C5H11N2OS (ωB97M-V/def2-TZVPD)
C -0.0565 1.0190 -0.8888
C -0.1245 -0.4823 1.0066
C -0.8395 1.5369 -2.0137
C 0.0423 0.6147 2.0114
C -0.0085 -2.8589 0.6936
N 1.1560 1.5070 -0.8397
N -0.3143 -0.2445 -0.3045
O -0.1941 -1.6811 1.4616
S 2.3670 1.0555 0.1160
H -0.9879 2.5490 -2.0005
H -1.8423 1.1424 -1.9280
H -0.3621 1.4633 -3.0125
H -0.4316 0.5692 2.9863
H -0.3468 1.5931 1.5838
H 1.2285 0.4639 2.2337
H -0.7584 -2.9485 -0.2136
H -0.1700 -3.6670 1.2896
H 0.9545 -2.9388 0.3599
H 1.1104 2.2322 -1.5314
H -0.4223 -0.9247 -1.0097
```

Computed properties:
E   -21216.815 eV
Gap between HOMO and LUMO (spin up / spin down)   7.89 / 7.89 eV
Charge   +1
Spin multiplicity   1
SMILES   CO/C(C)=[NH+]/C(C)=[NH+]\[S-]

(12)
Formula: C37H37HgN10O5S2
Source: OMol25
Level of theory: ωB97M-V/def2-TZVPD

```
92
C37H37HgN10O5S2 (ωB97M-V/def2-TZVPD)
Hg -0.6186 -0.8270 -0.8574
N -5.8700 -2.9398 -1.7680
C -4.7865 -2.4610 -2.4441
C -3.6003 -3.3219 -2.5986
C -2.4947 -2.8098 -3.2819
C -2.4385 -1.4453 -3.5768
C -3.5663 -0.6598 -3.4175
C -4.7449 -1.1453 -2.9448
S -0.9555 -0.8360 -4.3692
O -1.1636 0.5271 -4.8267
O -0.3028 -1.7559 -5.2881
N -0.0640 -0.8517 -2.9464
C 1.3324 -0.9269 -2.9423
N 1.8503 -1.3215 -1.7704
C 3.1580 -1.4111 -1.6405
C 3.9914 -1.4577 -2.7447
C 3.3694 -1.0906 -3.9395
N 2.0649 -0.6870 -4.0449
H -6.0652 -3.9451 -1.7033
H -6.5264 -2.3911 -1.2304
H -3.5357 -4.3113 -2.2288
H -1.6019 -3.3989 -3.5288
H -3.5189 0.3765 -3.8210
H -5.6028 -0.4950 -2.8322
H 3.4828 -1.5940 -0.6630
H 4.9435 -2.0436 -2.7549
H 3.9112 -0.8856 -4.8535
S -0.6298 0.1535 1.3648
C 0.9649 -0.0604 2.0967
N 1.5396 1.0915 2.4540
N 2.8455 0.8967 2.8534
C 3.5729 1.9683 3.3175
C 2.8519 3.1390 3.5877
C 3.5395 4.2918 3.8008
C 4.9351 4.2914 3.9101
C 5.6528 3.1179 3.7110
C 4.9576 1.9859 3.4188
N 1.7299 -1.1429 2.2833
N 1.3324 -2.3380 1.9710
C 2.0629 -3.4104 2.5250
C 3.2309 -3.2053 3.3814
C 3.9022 -4.2901 3.8064
C 3.4987 -5.6051 3.3993
C 2.3104 -5.8151 2.7300
C 1.6334 -4.7266 2.2298
H 3.1674 -0.1154 2.8952
H 1.7685 3.1389 3.4829
H 2.9195 5.1754 4.0089
H 5.5057 5.1592 4.2394
H 6.7044 3.1001 3.8394
H 5.5178 1.0859 3.1156
H 3.3893 -2.1160 3.6067
H 4.8606 -4.1413 4.3526
H 4.1333 -6.4204 3.6385
H 1.8937 -6.8415 2.6507
H 0.7058 -4.8567 1.6601
C -6.6403 3.3958 1.1973
O -6.1161 2.5249 2.2232
C -5.3720 1.4231 1.8344
C -5.3957 0.3209 2.6960
C -4.8443 -0.8953 2.2993
C -4.1356 -1.0164 1.1764
C -3.3394 -2.3270 0.8866
C -3.9700 -3.5830 1.3488
O -2.2587 -2.3948 0.3196
C -3.8074 0.1806 0.3546
O -2.9741 0.2473 -0.5617
C -4.5373 1.3640 0.7166
H -7.1112 4.2597 1.6847
H -7.4332 2.8536 0.6305
H -5.8996 3.7313 0.4370
H -5.9500 0.4714 3.6315
H -5.0564 -1.7751 2.9062
H -4.8812 -3.4447 1.9150
H -3.2385 -4.0125 2.0545
H -4.2631 -4.2545 0.5231
H -4.3926 2.2202 0.0751
C 4.1934 4.3643 -0.7160
C 3.3479 4.3864 -1.9461
C 2.9128 3.3424 -2.6648
C 1.9274 3.9349 -3.5196
N 1.8833 5.2524 -3.3835
N 2.8084 5.5013 -2.4543
C 1.0695 3.3347 -4.5517
H 3.7589 4.9522 0.1197
H 5.2209 4.7842 -0.8690
H 4.3741 3.3052 -0.4818
H 3.1883 2.2555 -2.6796
H 3.0485 6.4431 -2.1379
H 1.6776 2.4658 -4.8061
H 0.9357 3.9388 -5.4475
H 0.1262 3.0485 -4.1238
```

Computed properties:
E   -89949.653 eV
Gap between HOMO and LUMO (spin up / spin down)   4.76 / 5.62 eV
Charge   -2
Spin multiplicity   2

How do the records compare in strongest force on any atom? In the order shown, they have 3.27, 1.04, 3.36, 1.91, 1.00, 5.66, 5.64, 3.98, 2.94, 3.29, 4.74, 5.34 eV/A.